{"formula": "C18H28GaNO5P2", "method": "ωB97M-V/def2-TZVPD", "homo_lumo_gap_ev": 6.536, "spin_multiplicity": 1, "homo_energy_ev": -12.96, "lumo_ev": -6.42, "energy_ha": -3740.72114, "charge": 2, "species": ["Ga", "P", "C", "C", "N", "C", "C", "C", "C", "C", "P", "H", "H", "H", "H", "H", "H", "H", "H", "O", "H", "H", "O", "H", "C", "H", "H", "H", "C", "H", "H", "H", "C", "H", "H", "H", "C", "H", "H", "H", "O", "C", "C", "C", "C", "C", "C", "C", "O", "O", "H", "H", "H", "H", "H"], "positions_angstrom": [[0.093, 0.004, -0.275], [2.284, -0.648, -0.402], [2.526, -1.100, -2.162], [1.238, -1.594, -2.783], [0.077, -1.251, -2.206], [-1.082, -1.442, -2.859], [-1.139, -2.249, -3.993], [0.047, -2.705, -4.540], [1.248, -2.365, -3.943], [-2.302, -0.706, -2.356], [-1.780, 0.727, -1.320], [2.205, -2.657, -4.360], [-2.110, -2.495, -4.417], [0.032, -3.314, -5.434], [-2.915, -0.342, -3.201], [-2.917, -1.367, -1.724], [2.845, -0.161, -2.660], [3.311, -1.873, -2.219], [1.374, 4.137, -2.452], [1.573, 3.273, -2.877], [2.481, 3.311, -3.216], [-0.161, 4.780, -0.310], [-0.311, 4.601, -1.264], [-0.772, 5.396, -1.603], [-1.745, 2.109, -2.470], [-2.700, 2.148, -3.018], [-1.523, 3.056, -1.953], [-0.923, 1.946, -3.178], [-2.966, 0.977, 0.015], [-2.657, 1.877, 0.565], [-3.989, 1.095, -0.367], [-2.913, 0.110, 0.689], [2.325, -2.254, 0.456], [3.207, -2.817, 0.112], [2.373, -2.063, 1.539], [1.403, -2.810, 0.235], [3.647, 0.293, 0.294], [3.379, 0.537, 1.331], [4.577, -0.293, 0.276], [3.766, 1.220, -0.278], [-0.985, 1.946, 4.085], [-0.871, 0.706, 4.619], [-0.959, 0.550, 6.018], [-0.864, -0.730, 6.571], [-0.776, -1.868, 5.756], [-0.732, -1.726, 4.366], [-0.715, -0.454, 3.790], [-0.463, -0.256, 2.339], [-0.795, -1.137, 1.455], [0.088, 0.849, 1.949], [-0.611, 1.867, 3.164], [-1.106, 1.443, 6.639], [-0.848, -0.825, 7.661], [-0.766, -2.862, 6.205], [-0.699, -2.594, 3.712]], "mulliken_charge": [1.08, 0.48, -1.15, 0.55, -0.07, 0.47, -0.93, -0.48, -0.79, -1.11, 0.67, 0.52, 0.53, 0.45, 0.60, 0.42, 0.46, 0.62, 0.31, -0.57, 0.29, 0.30, -0.63, 0.31, -1.03, 0.45, 0.24, 0.44, -1.25, 0.38, 0.50, 0.39, -1.33, 0.51, 0.39, 0.35, -1.10, 0.40, 0.43, 0.40, -0.65, 0.40, -0.61, -0.32, -0.75, -0.40, 0.38, 0.97, -0.73, -0.90, 0.43, 0.43, 0.39, 0.41, 0.43]}

---

{"formula": "C18H28N2O2P2Pr", "method": "ωB97M-V/def2-TZVPD", "homo_lumo_gap_ev": [6.820, 6.906], "spin_multiplicity": 3, "homo_energy_ev": [-10.14, -10.15], "lumo_ev": [-3.32, -3.24], "de_lowest_kcal_mol": 0.0, "s_squared": 2.0032, "energy_ha": -2162.23431, "charge": 1, "species": ["Pr", "C", "C", "O", "C", "C", "C", "N", "N", "C", "O", "C", "C", "C", "C", "C", "C", "H", "H", "H", "H", "H", "H", "H", "H", "H", "H", "H", "H", "C", "P", "C", "C", "C", "P", "C", "C", "H", "H", "H", "H", "H", "H", "H", "H", "H", "H", "H", "H", "H", "H", "H", "H"], "positions_angstrom": [[-0.219, 1.469, 0.259], [0.932, 4.423, -3.165], [1.102, 3.347, -2.174], [0.155, 3.075, -1.312], [2.301, 2.609, -2.287], [2.605, 1.535, -1.464], [3.766, 0.667, -1.840], [1.966, 1.184, -0.308], [2.492, 0.135, 0.444], [1.908, -0.127, 1.647], [0.821, 0.440, 2.057], [2.308, -1.150, 2.662], [3.343, -1.999, 2.393], [3.798, -2.919, 3.398], [3.056, -3.074, 4.570], [1.940, -2.258, 4.816], [1.574, -1.338, 3.868], [0.017, 5.035, -2.891], [0.788, 4.025, -4.185], [1.819, 5.052, -3.223], [2.993, 2.800, -3.098], [4.562, 1.345, -2.143], [3.558, 0.019, -2.686], [4.017, 0.020, -1.045], [3.852, -1.957, 1.470], [4.699, -3.417, 3.173], [3.340, -3.831, 5.295], [1.303, -2.474, 5.661], [0.686, -0.690, 4.082], [-4.306, 1.007, 1.625], [-3.224, 0.979, 0.090], [-3.882, 2.341, -0.923], [-3.872, -0.615, -0.637], [-2.896, -1.323, -1.567], [-1.175, -1.121, -1.012], [-0.424, -1.981, -2.421], [-1.107, -2.473, 0.265], [-5.351, 0.959, 1.413], [-4.093, 1.943, 2.138], [-4.035, 0.152, 2.265], [-4.993, 2.377, -0.944], [-3.566, 2.171, -1.938], [-3.488, 3.310, -0.613], [-4.786, -0.418, -1.215], [-4.148, -1.295, 0.183], [-2.967, -0.936, -2.580], [-3.080, -2.413, -1.653], [-0.677, -3.035, -2.418], [0.663, -1.923, -2.315], [-0.742, -1.493, -3.332], [-1.487, -3.399, -0.154], [-1.739, -2.194, 1.105], [-0.110, -2.568, 0.666]], "mulliken_spin": [2.03, 0.00, 0.00, 0.00, 0.00, 0.00, 0.00, 0.00, 0.00, 0.00, 0.00, 0.00, 0.00, 0.00, 0.00, 0.00, 0.00, 0.00, 0.00, 0.00, 0.00, 0.00, 0.00, 0.00, 0.00, 0.00, 0.00, 0.00, 0.00, 0.00, 0.00, 0.00, 0.00, 0.00, 0.00, 0.00, 0.00, 0.00, 0.00, 0.00, 0.00, 0.00, 0.00, 0.00, 0.00, 0.00, 0.00, 0.00, 0.00, 0.00, 0.00, 0.00, 0.00]}

---

{"formula": "C18H28N2O3S", "method": "ωB97M-V/def2-TZVPD", "homo_lumo_gap_ev": 9.377, "spin_multiplicity": 1, "homo_energy_ev": -8.84, "lumo_ev": 0.54, "smiles": "CCCCS(=O)(=O)N1CCC[C@H](C(=O)NCCc2ccccc2)C1", "de_lowest_kcal_mol": 7.6, "energy_ha": -1436.13704, "charge": 0, "species": ["C", "C", "C", "C", "S", "O", "O", "N", "C", "C", "C", "C", "C", "O", "N", "C", "C", "C", "C", "C", "C", "C", "C", "C", "H", "H", "H", "H", "H", "H", "H", "H", "H", "H", "H", "H", "H", "H", "H", "H", "H", "H", "H", "H", "H", "H", "H", "H", "H", "H", "H", "H"], "positions_angstrom": [[3.798, -1.677, -3.428], [4.411, -0.298, -3.214], [3.396, 0.736, -2.721], [2.798, 0.395, -1.362], [1.029, -0.022, -1.538], [0.270, 1.186, -1.373], [0.807, -0.786, -2.728], [0.637, -0.996, -0.259], [0.949, -2.402, -0.317], [-0.101, -3.169, 0.485], [-0.131, -2.657, 1.922], [-0.374, -1.139, 1.962], [-1.842, -0.842, 1.635], [-2.693, -0.961, 2.494], [-2.116, -0.515, 0.359], [-3.415, -0.025, -0.038], [-3.364, 1.484, -0.319], [-2.881, 2.212, 0.903], [-1.560, 2.632, 0.989], [-1.091, 3.238, 2.142], [-1.938, 3.431, 3.220], [-3.257, 3.019, 3.139], [-3.725, 2.413, 1.988], [0.648, -0.430, 1.069], [2.903, -1.601, -4.038], [3.517, -2.138, -2.484], [4.510, -2.332, -3.925], [4.822, 0.059, -4.160], [5.236, -0.365, -2.500], [2.578, 0.799, -3.442], [3.877, 1.715, -2.678], [3.275, -0.468, -0.907], [2.812, 1.232, -0.671], [1.950, -2.598, 0.098], [0.933, -2.685, -1.370], [-1.077, -3.023, 0.022], [0.134, -4.234, 0.469], [0.825, -2.877, 2.405], [-0.919, -3.157, 2.486], [-0.235, -0.794, 2.991], [-1.357, -0.346, -0.286], [-3.745, -0.563, -0.933], [-4.098, -0.238, 0.787], [-2.681, 1.667, -1.151], [-4.364, 1.823, -0.600], [-0.902, 2.483, 0.145], [-0.061, 3.561, 2.200], [-1.571, 3.901, 4.122], [-3.922, 3.167, 3.977], [-4.753, 2.087, 1.931], [1.647, -0.534, 1.523], [0.412, 0.632, 0.978]], "mulliken_charge": [-0.92, -0.66, -0.53, -0.76, 1.07, -0.71, -0.68, 0.20, -0.80, -0.78, -1.28, 0.72, 0.23, -0.71, -0.02, -1.08, -1.15, 0.42, -0.16, -0.57, -0.47, -0.64, -0.26, -1.33, 0.23, 0.18, 0.41, 0.39, 0.29, 0.33, 0.37, 0.46, 0.47, 0.30, 0.50, 0.33, 0.42, 0.43, 0.42, 0.50, 0.07, 0.38, 0.60, 0.36, 0.46, 0.47, 0.41, 0.39, 0.38, 0.38, 0.50, 0.41]}

---

{"formula": "C18H28N2OPtSe", "method": "ωB97M-V/def2-TZVPD", "homo_lumo_gap_ev": [9.120, 6.122], "spin_multiplicity": 3, "homo_energy_ev": [-14.90, -15.08], "lumo_ev": [-5.78, -8.96], "s_squared": 2.0227, "energy_ha": -3407.54771, "charge": 2, "species": ["Pt", "C", "C", "C", "C", "C", "C", "C", "C", "C", "C", "H", "H", "H", "H", "H", "H", "H", "H", "H", "H", "H", "H", "H", "H", "C", "C", "C", "O", "H", "H", "H", "H", "H", "H", "C", "N", "C", "C", "N", "C", "C", "Se", "H", "H", "H", "H", "H", "H", "H", "H"], "positions_angstrom": [[-0.004, -0.785, 0.118], [1.759, 2.156, 3.853], [0.369, 1.610, 3.818], [-0.490, 2.554, 4.678], [-0.105, 1.496, 2.331], [0.284, 2.455, 1.388], [-0.094, 2.329, 0.047], [-1.107, 1.453, -0.364], [-1.734, 1.458, -1.708], [-1.618, 0.613, 0.610], [-1.041, 0.506, 1.891], [2.293, 2.236, 4.751], [1.581, 3.246, 3.545], [2.473, 1.691, 3.199], [0.273, 0.609, 4.177], [-0.609, 3.508, 4.153], [-0.241, 2.702, 5.707], [-1.502, 2.157, 4.774], [1.010, 3.158, 1.751], [0.350, 2.961, -0.694], [-1.798, 0.452, -2.091], [-1.265, 2.213, -2.401], [-2.677, 1.865, -1.637], [-2.439, -0.028, 0.258], [-1.385, -0.180, 2.651], [2.485, 0.789, -1.630], [2.759, 0.613, -0.172], [4.089, 1.095, 0.254], [1.978, 0.044, 0.607], [1.503, 1.233, -1.855], [2.309, -0.187, -2.075], [3.243, 1.360, -2.140], [4.158, 1.029, 1.330], [4.429, 2.046, -0.157], [4.723, 0.248, -0.082], [-0.757, -1.483, -4.107], [-1.450, -2.315, -3.151], [-2.594, -2.936, -3.411], [-2.857, -3.873, -2.486], [-1.733, -3.864, -1.656], [-1.514, -4.782, -0.494], [-0.917, -2.904, -2.068], [0.741, -2.526, -1.203], [0.247, -1.886, -4.366], [-0.540, -0.537, -3.558], [-1.406, -1.306, -4.929], [-3.104, -2.656, -4.327], [-3.590, -4.665, -2.421], [-1.697, -5.797, -0.877], [-2.271, -4.542, 0.289], [-0.516, -4.634, -0.122]], "mulliken_spin": [1.22, 0.01, 0.01, 0.01, 0.17, -0.01, 0.09, -0.07, 0.00, 0.24, -0.17, 0.00, 0.00, 0.00, 0.00, 0.00, 0.00, 0.00, 0.00, 0.00, 0.01, 0.00, 0.00, 0.03, -0.02, -0.01, -0.01, 0.02, 0.12, 0.00, 0.00, 0.00, 0.00, 0.00, 0.00, 0.00, 0.01, 0.01, 0.01, 0.02, 0.00, 0.01, 0.31, 0.00, -0.01, 0.00, 0.00, 0.00, 0.00, 0.00, 0.01]}